A structure of composition C28H61InO3P in a non-equilibrium geometry, computed with ωB97M-V with the def2-TZVPD basis set.

Geometry as XYZ:
```
94
C28H61InO3P, DFT ωB97M-V with the def2-TZVPD basis set
C 8.21797 0.36238 3.24950
C 8.41789 0.80601 1.75183
C 7.20994 0.37672 0.84179
C 7.07816 -1.19944 0.74894
C 6.87958 -1.69525 -0.73157
C 5.37543 -2.02734 -1.08045
C 4.53117 -0.73058 -0.85734
C 3.02748 -0.86331 -1.25125
C 2.21359 0.47837 -1.23202
C 2.67476 1.53741 -0.16535
C 1.39534 2.10339 0.56214
C 0.79849 3.41449 -0.07696
C -0.74860 3.20472 -0.25654
C -1.56712 3.20322 1.08302
C -2.80518 2.23184 0.90842
In -2.81021 0.41805 2.23152
C -4.90293 0.30752 3.15446
C -1.37808 0.51402 3.97097
C 0.13544 0.68190 3.61546
O 0.71294 -0.45844 2.94838
C 1.58032 -1.17805 3.80591
C 1.63935 -2.65522 3.25006
P -2.60585 -1.62657 0.74577
C -3.54498 -3.12093 1.40561
C -0.83275 -2.04730 0.28485
H 8.43618 -0.71898 3.39316
H 7.17993 0.57363 3.58801
H 8.90130 0.92356 3.92684
H 9.32298 0.31952 1.32098
H 8.49385 1.91648 1.71350
H 7.36076 0.82912 -0.16501
H 6.28536 0.83854 1.26524
H 7.92347 -1.70369 1.26066
H 6.16601 -1.44480 1.34922
H 7.23499 -0.88435 -1.40620
H 7.49026 -2.62159 -0.84521
H 5.37160 -2.31669 -2.15463
H 5.05706 -2.84159 -0.39804
H 5.01898 0.17048 -1.30525
H 4.55046 -0.53794 0.24503
H 2.97937 -1.24960 -2.30317
H 2.53817 -1.65956 -0.63948
H 2.17375 0.94843 -2.24466
H 1.15661 0.20972 -1.00225
H 3.24944 2.37754 -0.62178
H 3.32123 1.11723 0.63694
H 1.73266 2.37746 1.59447
H 0.58905 1.35364 0.69505
H 0.97956 4.26864 0.62420
H 1.30554 3.71340 -1.02880
H -0.89518 2.29456 -0.87892
H -1.12756 4.06279 -0.86618
H -1.98847 4.23764 1.19047
H -0.95740 3.02554 1.99402
H -3.73811 2.81387 1.09354
H -2.86392 1.89425 -0.14383
H -4.79912 -0.34156 4.05275
H -5.30075 1.31922 3.37172
H -5.53632 -0.26065 2.42973
H -1.46595 -0.43561 4.55518
H -1.64563 1.36225 4.65529
H 0.69048 0.77627 4.59216
H 0.36482 1.61378 3.05730
H 2.61227 -0.76865 3.70638
H 1.21975 -1.25050 4.85324
H 0.61390 -3.07533 3.38131
H 1.83231 -2.65162 2.15771
H 2.34507 -3.28519 3.82984
H -4.59711 -2.78112 1.55517
H -3.61221 -3.91264 0.61585
H -3.09310 -3.52414 2.33923
H -0.14887 -2.25463 1.13228
H -0.42546 -1.27707 -0.41142
H -0.86743 -2.99223 -0.32606
C -3.26549 -0.87960 -2.81423
C -4.27197 0.21082 -2.56251
O -4.06864 1.08216 -1.74809
C -5.54552 0.17426 -3.36734
H -2.40304 -0.73187 -2.16730
H -3.70715 -1.85135 -2.58918
H -2.93588 -0.84476 -3.85675
H -6.08552 -0.75359 -3.16488
H -5.31790 0.25049 -4.42922
H -6.17577 1.01664 -3.08349
C -9.20963 0.66755 -4.82534
C -8.24915 0.16620 -5.87139
O -7.10011 0.54253 -5.90090
C -8.77618 -0.82279 -6.87860
H -8.69582 1.36994 -4.17012
H -10.04637 1.18042 -5.30343
H -9.57650 -0.16755 -4.22586
H -9.59382 -0.37546 -7.44681
H -9.12419 -1.72329 -6.36925
H -7.97809 -1.09615 -7.56800
```

## Properties
Relative energy (zero: lowest compared OMol25 entry of this formula, charge and spin) = 2.099 eV
Charge = -1

---

A cluster of 4 separate species, C28H62BF12N5PS in total in a non-equilibrium geometry, computed with ωB97M-V with the def2-TZVPD basis set.

Geometry as XYZ:
```
110
C28H62BF12N5PS, DFT ωB97M-V with the def2-TZVPD basis set
C 3.02223 -4.28875 2.28295
C 3.55530 -2.76786 2.70024
N 4.93534 -2.67719 2.92053
C 2.55197 -1.45793 2.81691
B 1.94215 -0.94530 1.38106
C 0.76022 -1.90230 0.74211
C -0.69066 -1.80790 1.49465
C -1.87657 -2.06658 0.34584
C -3.00456 -3.15668 0.79363
C -4.14116 -2.56361 1.87064
F -5.00064 -3.77470 2.15067
F -3.35217 -2.31130 3.13416
C -4.95223 -1.26872 1.31733
F -4.04116 -0.07803 1.51558
F -5.20243 -1.49448 -0.14270
S -6.55245 -0.83713 2.15797
F -5.84622 0.64712 2.75649
F -6.13633 -1.54451 3.65498
F -7.39863 -2.20594 1.58178
F -6.98271 0.05889 0.71849
F -8.02478 -0.31602 2.88730
P 3.28795 -0.80344 -0.02879
N 3.31476 -2.13618 -0.98314
C 1.44602 0.63783 1.62494
F 0.48484 1.06009 0.53994
F 0.83852 0.82157 2.96574
F 2.64890 1.53639 1.55088
H 3.55651 -5.14529 2.87625
H 1.84544 -4.32207 2.45467
H 3.18192 -4.36058 1.10797
H 5.18989 -1.68663 3.15954
H 1.70533 -1.60887 3.64318
H 3.23044 -0.57581 3.24853
H 0.64491 -1.56368 -0.39642
H 1.09825 -3.04412 0.68754
H -0.79771 -2.70763 2.25052
H -0.91486 -0.79040 2.02589
H -2.30759 -1.05022 -0.08832
H -1.28692 -2.55667 -0.57108
H -3.61533 -3.61478 -0.10679
H -2.45102 -4.03401 1.34257
H 4.61796 -0.52488 0.52900
H 2.89999 0.31494 -0.85044
H 3.05280 -1.79106 -1.94729
C 2.54715 -8.78414 -1.20855
C 3.05016 -7.64156 -2.08608
N 4.05542 -6.79853 -1.43453
C 4.30793 -5.54042 -2.14392
C 4.90954 -5.62743 -3.54237
C 5.24846 -7.48088 -0.92855
C 6.07251 -8.29596 -1.91913
H 2.18478 -8.41306 -0.24369
H 1.71460 -9.29516 -1.70407
H 3.32545 -9.53095 -1.02509
H 2.17745 -7.02467 -2.33331
H 3.41925 -8.05458 -3.03148
H 4.94432 -4.89502 -1.52542
H 3.35623 -4.99897 -2.22054
H 5.96618 -5.89848 -3.51120
H 4.84836 -4.64804 -4.02890
H 4.38047 -6.34018 -4.18062
H 4.94102 -8.14919 -0.11533
H 5.90696 -6.75174 -0.43887
H 5.45508 -8.94913 -2.54234
H 6.77133 -8.93868 -1.37184
H 6.67217 -7.65841 -2.56936
C -5.50862 2.08142 -2.49623
C -4.82406 2.51359 -1.20272
N -3.48885 3.08097 -1.40534
C -2.71603 3.20708 -0.16572
C -3.24377 4.16061 0.90080
C -3.39845 4.22362 -2.31702
C -4.24936 5.44937 -2.00374
H -4.87377 1.39915 -3.07196
H -6.44145 1.55552 -2.26584
H -5.76419 2.93713 -3.12835
H -4.73636 1.61730 -0.57642
H -5.48151 3.20691 -0.66636
H -1.68250 3.48522 -0.40764
H -2.63578 2.20960 0.28524
H -3.09006 5.20419 0.62111
H -2.69870 4.00045 1.83724
H -4.30489 4.00397 1.11237
H -3.66145 3.87898 -3.32426
H -2.35028 4.53673 -2.40842
H -5.28498 5.19205 -1.76395
H -4.27524 6.10973 -2.87793
H -3.83489 6.03123 -1.18002
C 0.06771 7.85374 -1.96216
C 0.66373 8.08139 -0.57598
N 0.03860 7.27218 0.47290
C 0.38822 7.70658 1.82895
C 1.84917 7.59439 2.25109
C 0.03574 5.82283 0.26231
C 1.37982 5.13454 0.05171
H -1.01908 7.99083 -1.95383
H 0.48989 8.57370 -2.67157
H 0.29010 6.85227 -2.34260
H 0.51725 9.14235 -0.33894
H 1.74617 7.91780 -0.62255
H -0.23164 7.16631 2.55556
H 0.08732 8.75678 1.93531
H 2.13712 6.55844 2.43769
H 2.00222 8.13915 3.18890
H 2.53119 8.02319 1.51199
H -0.59472 5.60507 -0.60808
H -0.48380 5.33299 1.09610
H 2.01059 5.65691 -0.67320
H 1.21572 4.12203 -0.33411
H 1.93350 5.03135 0.98533
```

## Properties
Relative energy (zero: lowest compared OMol25 entry of this formula, charge and spin) = 9.106 eV
Charge = -1

---

A structure of composition C28H62Ca3N2O12P2 in a non-equilibrium geometry, computed with ωB97M-V with the def2-TZVPD basis set.

Geometry as XYZ:
```
109
C28H62Ca3N2O12P2, DFT ωB97M-V with the def2-TZVPD basis set
Ca 1.49059 -0.76782 -2.70197
Ca 1.95496 -1.78673 1.59848
Ca -0.22140 -3.60297 -1.91079
P 1.74153 -3.14748 -4.12896
O 2.12717 -1.70548 -4.58425
O 0.18464 -3.40972 -4.07586
O 1.95864 -2.94133 -2.54485
O 2.63156 -4.28886 -4.47275
P 0.31795 -1.35462 -0.24053
O 1.75108 -0.78922 -0.50046
O -0.10220 -0.76334 1.10846
O 0.63924 -2.84686 0.10800
O -0.38510 -1.31840 -1.59770
C -5.02074 -0.25902 2.30428
C -3.74363 0.56098 2.48607
C -2.77019 -0.51328 2.94564
O -3.52863 -1.36695 3.79624
C -4.89620 -1.34086 3.37800
H -5.11431 -0.64856 1.28721
H -5.93297 0.32634 2.43842
H -3.87905 1.29675 3.28388
H -3.40239 1.08087 1.59134
H -1.91386 -0.09125 3.47252
H -2.37569 -1.06302 2.08283
H -5.49521 -1.08102 4.25469
H -5.20735 -2.33164 3.03786
C -0.02105 3.20550 2.02676
C -0.84218 4.50782 1.90388
C -2.10282 4.04519 1.18869
O -1.69589 2.99700 0.33555
C -0.71463 2.23048 1.04310
H -0.05483 2.84654 3.05741
H 1.02279 3.38032 1.76364
H -0.32076 5.29670 1.36048
H -1.07367 4.95518 2.87369
H -2.59296 4.82710 0.60895
H -2.85241 3.69497 1.91859
H -0.04244 1.80144 0.30776
H -1.22782 1.45287 1.60885
C -4.45989 -3.34634 0.06823
C -3.76050 -4.11038 1.20616
C -2.30205 -4.16183 0.75360
O -2.22318 -3.50945 -0.50653
C -3.32345 -2.60271 -0.60552
H -5.30522 -2.74425 0.39861
H -4.90168 -4.06743 -0.62717
H -4.17605 -5.09561 1.40205
H -3.80287 -3.53583 2.13343
H -1.86502 -5.15821 0.66644
H -1.66230 -3.62846 1.46705
H -3.48964 -2.38333 -1.65897
H -3.08320 -1.65250 -0.11153
C -2.40686 0.16899 -5.30893
C -1.25770 0.40775 -6.31654
C -0.08095 -0.32597 -5.69244
O -0.30368 -0.21354 -4.28053
C -1.69439 -0.46325 -4.10178
H -3.15158 -0.51321 -5.71352
H -2.87701 1.11531 -5.04464
H -1.05505 1.46891 -6.47107
H -1.50636 0.00715 -7.30086
H 0.89208 0.08198 -5.95349
H -0.04033 -1.38140 -5.96899
H -1.98609 -0.03122 -3.14664
H -1.84440 -1.54832 -4.07006
C 3.98732 -2.50017 4.80501
C 2.65406 -1.76612 4.96493
N 2.37527 -0.81512 3.87925
C 3.39964 0.25406 3.81493
C 3.07737 1.32744 2.78527
C 0.98410 -0.30282 3.96325
C 0.59819 0.31260 5.30788
H 4.31062 -2.55046 3.76046
H 3.92410 -3.51282 5.19491
H 4.78607 -1.97860 5.33172
H 1.81776 -2.47219 5.01639
H 2.62534 -1.26534 5.94029
H 3.50739 0.70822 4.80737
H 4.33885 -0.22238 3.53403
H 2.38921 2.07862 3.16977
H 3.98781 1.80256 2.42767
H 2.57962 0.91385 1.89436
H 0.30775 -1.13022 3.72975
H 0.85184 0.47242 3.21057
H 0.62620 -0.41573 6.11788
H -0.40212 0.74027 5.27938
H 1.29422 1.11149 5.58003
C 0.16020 2.58823 -2.69529
C 1.37627 2.37767 -3.57442
N 2.41922 1.50414 -2.96878
C 3.50619 1.37278 -3.94978
C 4.61576 0.42030 -3.49106
C 2.84263 2.03694 -1.67938
C 3.57474 3.38410 -1.67128
H -0.22492 1.64331 -2.30526
H -0.63032 3.06795 -3.27448
H 0.34330 3.25749 -1.85084
H 1.05369 1.88797 -4.49296
H 1.81913 3.34077 -3.86623
H 3.08590 0.97074 -4.87106
H 3.96675 2.35071 -4.14537
H 5.18433 0.85850 -2.66679
H 4.21270 -0.54158 -3.17010
H 5.29058 0.26025 -4.32841
H 3.47229 1.29610 -1.17784
H 1.96777 2.09474 -1.02969
H 3.93229 3.59243 -0.65989
H 2.93147 4.21440 -1.96478
H 4.45705 3.36807 -2.31100
```

## Properties
Relative energy (zero: lowest compared OMol25 entry of this formula, charge and spin) = 1.414 eV
Charge = 0

---

A cluster of 4 separate species, C28H62N4O6Si in total in a non-equilibrium geometry, computed with ωB97M-V with the def2-TZVPD basis set.

Geometry as XYZ:
```
101
C28H62N4O6Si, DFT ωB97M-V with the def2-TZVPD basis set
C 2.94009 -6.61843 -1.26751
C 2.86814 -5.21525 -0.52583
C 2.51958 -4.02767 -1.49549
N 2.41386 -2.77697 -0.69725
Si 0.97387 -1.82251 -1.05432
C -0.67983 -2.59985 -0.50517
C -0.83000 -4.11028 -0.82542
C -0.73737 -5.16387 0.17519
C -0.89104 -6.57843 -0.10144
C -1.18585 -7.01327 -1.46687
C -1.26606 -5.97628 -2.48954
C -1.08577 -4.56352 -2.20188
H 1.95699 -6.85988 -1.76099
H 3.08708 -7.38656 -0.46794
H 3.78030 -6.61418 -2.00342
H 3.90027 -4.99403 -0.12538
H 2.15255 -5.26063 0.34111
H 3.39706 -3.88715 -2.19612
H 1.63421 -4.22985 -2.15174
H 2.55825 -2.93190 0.29954
H 0.95965 -1.45526 -2.48832
H 1.11160 -0.54121 -0.32686
H -1.48989 -2.07296 -1.09336
H -0.88344 -2.37602 0.57355
H -0.51926 -4.89021 1.23892
H -0.79726 -7.37544 0.67436
H -1.34163 -8.08957 -1.70710
H -1.48132 -6.31710 -3.53167
H -1.15328 -3.86599 -3.06745
C -6.82579 -3.44864 5.22490
O -6.23798 -4.68443 4.85817
C -6.94269 -5.36912 3.82399
C -6.15389 -5.35460 2.52085
N -6.12006 -4.01823 1.93179
C -5.15211 -3.86484 0.84522
C -3.67028 -4.09529 1.16205
O -3.09387 -3.11197 2.01284
C -3.31894 -3.31261 3.39709
H -6.34221 -3.10496 6.13937
H -6.66712 -2.68988 4.45261
H -7.89548 -3.56137 5.42238
H -7.95452 -4.97426 3.68575
H -7.04234 -6.40808 4.15230
H -6.61544 -6.04861 1.81201
H -5.14505 -5.71652 2.74831
H -5.89671 -3.34483 2.65310
H -5.25783 -2.84055 0.47712
H -5.44458 -4.52580 0.02162
H -3.12698 -4.01849 0.21860
H -3.46782 -5.10387 1.53906
H -3.36404 -4.37115 3.66372
H -4.23842 -2.80649 3.70576
H -2.49953 -2.84954 3.94759
C -0.95325 4.77707 -5.80914
O 0.39363 4.34588 -5.89156
C 1.31384 5.21330 -5.23156
C 1.86921 4.56542 -3.96960
N 0.85196 4.47056 -2.92567
C 1.22234 3.61017 -1.80089
C 1.50271 2.13112 -2.09042
O 0.36005 1.38218 -2.47898
C 0.02024 1.48301 -3.85003
H -1.54233 4.17220 -6.49863
H -1.35520 4.63023 -4.80208
H -1.05228 5.82649 -6.10061
H 0.87441 6.19362 -5.01996
H 2.14276 5.37316 -5.92771
H 2.71034 5.15948 -3.59933
H 2.24557 3.57585 -4.25180
H -0.00375 4.11312 -3.33025
H 0.39712 3.65946 -1.08676
H 2.09395 4.04495 -1.30079
H 1.84085 1.68114 -1.15188
H 2.32370 1.98552 -2.80208
H 0.89737 1.59984 -4.49067
H -0.67370 2.31459 -4.00505
H -0.50429 0.57193 -4.14005
C 6.47726 5.61034 1.96613
O 5.66282 5.76617 3.11498
C 5.30596 7.12055 3.38453
C 3.82771 7.36291 3.10763
N 3.54002 7.32831 1.67565
C 2.11566 7.26536 1.34955
C 1.31497 6.05738 1.84979
O 1.66254 4.82834 1.22990
C 2.79583 4.18114 1.78202
H 6.85539 4.58804 1.95869
H 5.90146 5.76472 1.04846
H 7.33107 6.29322 1.98966
H 5.93844 7.82830 2.83877
H 5.48532 7.28190 4.45170
H 3.54083 8.33960 3.50877
H 3.26619 6.59195 3.64665
H 3.99486 6.52226 1.26692
H 2.04492 7.28184 0.25854
H 1.63474 8.18228 1.70864
H 0.26918 6.23444 1.58114
H 1.32871 5.96078 2.94137
H 2.89001 4.34780 2.85742
H 3.70422 4.51044 1.26825
H 2.69881 3.10998 1.60256
```

## Properties
Charge = 0

---

Number 1: electronic energy -50627.9420 eV, HOMO-LUMO gap 5.25 eV. Number 2: electronic energy -90894.1716 eV, HOMO-LUMO gap 3.85 eV. Number 3: electronic energy -131500.3073 eV, HOMO-LUMO gap 5.40 eV. Number 4: electronic energy -56159.7319 eV, HOMO-LUMO gap 9.10 eV.